# 1
The following is a DFT calculation (ωB97M-V/def2-TZVPD) of an isolated molecule of C20H24ClN3O7S.

lowest unoccupied orbital energy	-1.2	eV
relative energy (zero: lowest compared OMol25 entry of this formula, charge and spin)	24.1382	eV
E_HOMO	-7.5	eV
net charge	0
gap between HOMO and LUMO	6.343	eV
calculated total energy	-2325.0498	hartree

Atoms and positions in Å:
1 C 2.31 5.44 -1.51
2 O 1.75 4.06 -1.69
3 C 2.35 3.34 -2.87
4 C 1.83 2.07 -2.97
5 C 2.21 1.32 -1.87
6 N 1.86 1.70 -0.54
7 C 1.42 0.88 0.43
8 O 1.31 -0.47 0.05
9 C 0.72 1.41 1.43
10 N -0.23 0.56 2.30
11 C -1.42 0.49 1.92
12 C -2.38 0.56 2.94
13 C -3.96 0.70 2.93
14 Cl -4.65 0.49 4.38
15 C -4.27 0.55 1.65
16 C -3.57 0.72 0.47
17 C -1.99 0.75 0.79
18 O -1.28 0.82 -0.19
19 C -1.65 0.46 -1.54
20 S 0.43 -0.89 3.00
21 O -0.48 -1.05 4.15
22 O 1.87 -0.67 3.19
23 C 0.48 -2.10 1.86
24 C 1.43 -2.87 1.64
25 C 1.43 -4.09 0.74
26 C 0.19 -4.27 -0.10
27 C 0.13 -5.46 -1.10
28 C -0.83 -3.57 0.13
29 N -2.04 -3.62 -0.33
30 O -2.07 -4.67 -0.94
31 O -2.71 -2.53 -0.63
32 C -0.78 -2.43 1.22
33 H 1.76 5.89 -0.58
34 H 3.34 5.49 -1.27
35 H 2.19 5.98 -2.34
36 H 3.49 3.47 -2.84
37 H 2.01 3.91 -3.81
38 H 2.36 1.70 -4.00
39 H 0.78 2.06 -3.01
40 H 2.01 0.18 -1.85
41 H 3.46 1.18 -1.90
42 H 1.65 2.63 -0.35
43 H 1.62 1.61 2.09
44 H 0.11 2.28 1.39
45 H -2.07 0.37 3.84
46 H -5.30 0.55 1.50
47 H -3.70 0.74 -0.41
48 H -0.86 0.09 -2.26
49 H -2.18 -0.54 -1.53
50 H -2.32 1.25 -2.12
51 H 2.39 -2.67 2.16
52 H 2.38 -4.84 0.53
53 H -0.20 -6.27 -0.42
54 H 1.30 -5.85 -1.13
55 H 0.05 -5.16 -1.98
56 H -1.69 -1.69 1.36

Here are the Löwdin charges for atoms 1 to 4, given in e:
1. C -0.04
2. O -0.22
3. C -0.25
4. C -0.28

# 2
The following is a DFT calculation (ωB97M-V/def2-TZVPD) of an isolated molecule of C2H3NOS.

lowest unoccupied orbital energy	0.7	eV
relative energy (zero: lowest compared OMol25 entry of this formula, charge and spin)	3.4378	eV
E_HOMO	-9.4	eV
net charge	0
gap between HOMO and LUMO	10.124	eV
calculated total energy	-606.0610	hartree

Atoms and positions in Å:
1 C -0.72 1.24 0.08
2 N -0.72 0.49 1.04
3 O -0.13 -0.81 0.76
4 C 0.77 -0.82 -0.29
5 S -0.23 0.22 -1.38
6 H -1.28 2.06 0.41
7 H 0.59 -1.88 -0.80
8 H 1.71 -0.51 0.16

Here are the Löwdin charges for atoms 1 to 4, given in e:
1. C -0.41
2. N -0.01
3. O -0.26
4. C -0.49

# 3
The following is a DFT calculation (ωB97M-V/def2-TZVPD) of a structure of composition C22H26ClCrIN4O4PS.

⟨S²⟩	6.0426
lowest unoccupied orbital energy (alpha / beta)	2.4 / 2.3	eV
multiplicity	5
relative energy (zero: lowest compared OMol25 entry of this formula, charge and spin)	0.5722	eV
E_HOMO (alpha / beta)	-3.0 / -4.3	eV
net charge	-1
gap between HOMO and LUMO (alpha / beta)	5.360 / 6.586	eV
calculated total energy	-3916.0042	hartree

Atoms and positions in Å:
1 Cr 1.06 0.73 -0.89
2 O -0.93 3.41 1.12
3 C -0.10 3.21 0.18
4 O 0.84 2.27 0.22
5 C -0.16 3.98 -1.07
6 C -0.91 5.18 -1.04
7 C -1.24 5.80 -2.18
8 C -0.84 5.30 -3.44
9 C -0.03 4.15 -3.49
10 C 0.26 3.41 -2.33
11 S 0.88 1.82 -2.82
12 H -1.17 5.68 -0.09
13 H -1.87 6.65 -2.07
14 H -1.32 5.64 -4.36
15 H 0.29 3.81 -4.46
16 Cl 4.76 -5.01 -1.09
17 C 4.20 -3.43 -0.93
18 C 5.00 -2.52 -0.25
19 C 4.79 -1.19 -0.24
20 I 6.31 0.20 0.35
21 C 3.51 -0.72 -0.62
22 O 3.01 0.45 -0.26
23 C 2.70 -1.64 -1.34
24 N 1.53 -1.06 -1.86
25 C 0.69 -1.77 -2.63
26 C 0.89 -3.11 -2.85
27 C 2.05 -3.73 -2.38
28 C 2.96 -3.00 -1.57
29 H 5.84 -3.03 0.26
30 H -0.17 -1.27 -3.11
31 H 0.06 -3.63 -3.33
32 H 2.17 -4.84 -2.66
33 C 0.99 -0.82 2.78
34 N -0.36 -0.27 2.59
35 C -0.57 1.01 3.29
36 P -1.21 -0.56 1.20
37 O -0.49 -0.20 -0.06
38 N -2.66 0.28 1.25
39 C -3.56 0.26 2.43
40 C -3.20 1.01 0.08
41 N -1.38 -2.25 1.28
42 C -1.40 -3.11 0.06
43 C -1.88 -3.03 2.42
44 H 1.25 -0.74 3.84
45 H 1.73 -0.20 2.24
46 H 1.11 -1.85 2.44
47 H -1.54 1.01 3.80
48 H -0.46 1.93 2.66
49 H 0.21 1.08 4.06
50 H -3.29 -0.48 3.21
51 H -4.55 0.07 2.02
52 H -3.58 1.28 2.93
53 H -3.19 0.38 -0.82
54 H -2.55 1.85 -0.12
55 H -4.24 1.33 0.33
56 H -0.89 -2.58 -0.79
57 H -2.44 -3.35 -0.23
58 H -0.86 -4.03 0.27
59 H -1.80 -2.54 3.39
60 H -1.33 -3.98 2.50
61 H -2.93 -3.27 2.19

Here are the Löwdin charges for atoms 1 to 4, given in e:
1. Cr 0.43
2. O -0.03
3. C -0.54
4. O -0.20

# 4
The following is a DFT calculation (ωB97M-V/def2-TZVPD) of an isolated molecule of C21H36N4O3.

lowest unoccupied orbital energy	0.6	eV
relative energy (zero: lowest compared OMol25 entry of this formula, charge and spin)	1.2800	eV
E_HOMO	-8.6	eV
net charge	0
gap between HOMO and LUMO	9.255	eV
calculated total energy	-1266.6068	hartree

Atoms and positions in Å:
1 C -6.24 -2.97 0.89
2 C -5.72 -1.60 0.46
3 C -5.69 -1.51 -1.06
4 C -4.33 -1.35 1.06
5 C -3.95 0.13 1.15
6 N -3.83 0.78 -0.16
7 C -4.46 2.08 -0.22
8 C -3.78 3.12 0.69
9 N -2.34 2.96 0.65
10 C -1.65 1.92 0.15
11 O -0.44 1.82 0.32
12 C -2.47 0.92 -0.66
13 C -1.71 -0.41 -0.80
14 C -0.49 -0.13 -1.66
15 O -0.62 0.39 -2.75
16 N 0.72 -0.52 -1.20
17 C 1.90 -0.11 -1.94
18 C 2.81 0.67 -1.00
19 N 3.29 -0.25 0.01
20 C 4.70 -0.29 0.38
21 C 5.19 1.06 0.89
22 C 6.64 0.94 1.36
23 C 7.53 0.46 0.22
24 C 7.03 -0.89 -0.31
25 C 5.58 -0.78 -0.78
26 C 2.44 -1.14 0.54
27 O 2.77 -2.01 1.33
28 C 0.97 -0.96 0.16
29 H -7.22 -3.16 0.45
30 H -6.33 -3.03 1.97
31 H -5.56 -3.75 0.57
32 H -6.40 -0.83 0.84
33 H -5.09 -2.32 -1.47
34 H -5.27 -0.56 -1.38
35 H -6.70 -1.60 -1.47
36 H -4.31 -1.74 2.08
37 H -3.59 -1.90 0.48
38 H -3.01 0.22 1.72
39 H -4.73 0.64 1.72
40 H -5.51 1.98 0.07
41 H -4.42 2.42 -1.26
42 H -4.04 4.13 0.37
43 H -4.12 2.99 1.73
44 H -1.80 3.63 1.18
45 H -2.54 1.33 -1.67
46 H -1.46 -0.82 0.17
47 H -2.35 -1.10 -1.35
48 H 1.56 0.51 -2.78
49 H 2.42 -0.99 -2.32
50 H 3.65 1.09 -1.54
51 H 2.23 1.48 -0.53
52 H 4.76 -1.02 1.19
53 H 4.55 1.39 1.72
54 H 5.12 1.81 0.10
55 H 6.99 1.91 1.72
56 H 6.69 0.24 2.19
57 H 8.56 0.36 0.57
58 H 7.52 1.19 -0.59
59 H 7.09 -1.63 0.49
60 H 7.66 -1.22 -1.13
61 H 5.22 -1.75 -1.12
62 H 5.53 -0.08 -1.62
63 H 0.48 -1.93 0.35
64 H 0.58 -0.22 0.86

Here are the Löwdin charges for atoms 1 to 4, given in e:
1. C -0.09
2. C -0.43
3. C -0.08
4. C -0.16

# 5
The following is a DFT calculation (ωB97M-V/def2-TZVPD) of a cluster of 2 separate species, C3H9N2O in total.

lowest unoccupied orbital energy	-3.5	eV
relative energy (zero: lowest compared OMol25 entry of this formula, charge and spin)	2.1914	eV
E_HOMO	-14.8	eV
net charge	+1
gap between HOMO and LUMO	11.307	eV
calculated total energy	-304.1698	hartree

Atoms and positions in Å:
1 C 0.22 0.77 -2.34
2 N 1.03 -0.03 -1.73
3 H -0.86 0.64 -2.17
4 H 0.54 1.48 -3.12
5 H 1.90 -0.22 -2.23
6 O -1.10 1.14 0.82
7 C -0.41 0.62 1.69
8 C 0.22 -0.73 1.54
9 N -0.08 -1.36 0.20
10 H -0.30 1.05 2.70
11 H 1.31 -0.60 1.59
12 H -0.08 -1.40 2.37
13 H -0.05 -2.36 0.27
14 H -1.00 -1.06 -0.09
15 H 0.55 -0.88 -0.54

Here are the Löwdin charges for atoms 1 to 4, given in e:
1. C 0.01
2. N 0.02
3. H 0.09
4. H 0.09